[1]
This record from the OMol25 dataset describes a structure of composition C32H40B2I2N15O3S2Zr in a non-equilibrium geometry. The level of theory is wB97M-V/def2-TZVPD.

The largest force on an atom comes out at 0.0376 hartree/bohr. As for the gap between HOMO and LUMO: 6.55 eV. The value obtained for the energy is -102837.5718 eV. As for the energy above the lowest of the compared OMol25 structures with the same formula, charge and spin: 1.5429 eV. The HOMO energy is -9.406 eV.

Geometry as ORCA input:
```
! wB97M-V def2-TZVPD RIJCOSX def2/J DEFGRID3
* xyz 1 1
H -4.1543 2.9623 2.7233
C 3.5075 2.3564 3.9554
C 2.5700 3.9883 0.0185
C 3.7172 -3.0169 0.7483
N -4.4919 0.0914 -0.3514
C 0.2861 -4.5640 -0.8953
N -3.6345 -1.8380 -1.9561
H -6.1975 1.0642 -1.1687
H -5.7072 -1.1259 -1.7443
H -4.7427 -3.6117 -2.3231
O 0.5488 -2.2517 3.8450
C 0.7610 0.0873 3.3668
N 3.1084 1.5189 4.9027
B 2.1314 -2.8192 -1.2981
H 0.5807 1.9102 2.4342
C 0.4619 -1.4098 2.9780
S -2.3186 -0.4373 1.2860
C 0.4582 5.0968 -0.3840
H 3.0346 0.5765 -4.4227
H 0.5459 2.5591 4.5217
C 0.6175 1.7808 5.2839
C -3.8473 -3.0620 -2.5217
H 2.2432 2.6571 6.4201
C -1.0200 -4.5555 -0.4573
N 0.3602 0.9310 2.2489
C 1.8010 5.1616 -0.0851
C 2.0356 1.7326 5.8712
C -0.7027 -2.1989 -3.9845
O 0.2256 -1.5851 1.7390
H 4.8095 -2.3926 2.5619
N 2.0987 -1.5408 -2.1515
H 3.5609 0.6182 4.9517
C -5.4057 1.1012 -0.4517
C 2.8897 -1.2426 -3.1915
H -0.9646 0.5162 4.5587
H -0.0102 -2.9973 -3.7008
C -3.4609 2.2233 2.3298
H 2.0858 0.9014 6.5742
B -4.7624 -1.2774 -1.0384
C -2.7942 -3.3683 -3.3129
N 1.3036 -0.4990 -1.8680
H 1.8476 0.1351 3.4786
H 4.0590 -3.9962 0.4814
H -0.9058 -2.2657 -5.0569
N -4.0531 1.5924 1.1882
C -1.3253 -3.2078 -0.2933
C 1.9006 2.7260 -0.0766
C -2.4555 -1.3873 -2.3885
H 2.7601 -3.6725 -1.8224
O -0.1515 1.5309 -0.2282
C -3.6544 0.4180 0.6416
C 3.9709 3.9450 0.1714
H 3.6002 -1.9458 -3.5739
C -5.1417 2.0380 0.4904
H -5.6207 2.9662 0.7194
H -0.6688 0.8448 2.1480
H 4.7155 2.5518 2.3070
H -1.6610 -5.3917 -0.2740
H 1.0184 1.3759 -2.7731
N -0.2791 -2.4579 -0.6399
H 4.9372 1.1015 3.1977
H 3.2845 4.1971 3.1137
H -3.2626 1.4666 3.0918
I -2.2243 3.7273 -0.9478
S -1.6955 0.0804 -1.9909
H 4.3615 0.6007 -0.0576
C -0.1808 3.8696 -0.4714
C 0.1159 0.4523 4.7058
H 0.2994 -0.3636 5.4070
H 4.5223 4.8694 0.2751
H -4.9328 -2.0845 -0.1772
H -0.1081 6.0011 -0.5439
H -2.5261 2.7221 2.0579
H -2.2423 -2.7713 0.0652
H -0.2554 -1.2271 -3.7628
C 0.4770 2.6541 -0.2504
N 4.5135 2.0142 3.1457
C 4.0917 -2.1945 1.7916
H -0.0419 2.0706 6.1033
C 3.2996 -1.0621 1.6206
C 3.8627 1.5599 -0.0013
C 4.6206 2.7364 0.1418
N 2.5526 1.5468 -0.0585
N 2.7748 -2.3889 0.0351
H 3.3052 -0.1526 2.1911
N 0.7076 -3.2941 -1.0038
N 2.9109 3.5380 3.7773
C 1.5787 0.4574 -2.7535
H 0.9351 -5.3838 -1.1226
C 2.5921 0.0386 -3.6111
Zr 0.1850 -0.4207 0.0625
I 2.6710 7.0776 0.2150
N 2.5011 -1.1908 0.5635
H 5.6989 2.6772 0.1785
H -2.5904 -4.2412 -3.8968
H 2.2562 3.8877 4.4569
N -1.9257 -2.3115 -3.2429
*
```

These are the Löwdin partial charges, in e, on atoms 1 to 6:
1 H 0.0984
2 C -0.4244
3 C -0.2245
4 C -0.0420
5 N 0.0072
6 C -0.0424

---

[2]
This record from the OMol25 dataset describes a cluster of 4 separate species, C32H40BN6O17 in total in a non-equilibrium geometry. The level of theory is wB97M-V/def2-TZVPD.

The largest force on an atom comes out at 0.2226 hartree/bohr. As for the gap between HOMO and LUMO: 7.34 eV. The value obtained for the energy is -78237.8506 eV. As for the energy above the lowest of the compared OMol25 structures with the same formula, charge and spin: 5.4293 eV. The HOMO energy is -11.398 eV.

Geometry as ORCA input:
```
! wB97M-V def2-TZVPD RIJCOSX def2/J DEFGRID3
* xyz 1 1
N 0.5842 5.2748 0.5799
O 6.2476 -6.2933 2.4285
H 4.0962 1.9594 2.1916
H -2.5499 -2.5293 4.1820
O -3.8911 1.5177 -8.5178
H 1.2450 2.7730 2.4206
O 4.8237 -0.8090 -5.3411
C -5.0289 1.5217 0.9739
C -4.3533 -0.2222 -6.8450
H 2.5162 -4.3279 3.8940
O 3.9052 1.0511 1.7896
O -1.3771 1.3317 -4.5171
O 1.5622 -1.0391 -1.9249
H -0.7445 -1.7839 4.1710
O 2.7098 0.6285 2.1378
N -2.5814 0.3250 1.0426
C -1.8838 -1.5560 4.3159
C 5.5766 -5.2787 2.5809
O -5.2568 -0.6578 -7.5507
C 0.4256 2.6620 1.5597
H -1.4445 5.0483 -0.2923
H -1.9497 -0.3476 -3.2389
H -1.2688 -1.8315 6.5331
O -2.6832 -0.8977 -3.5907
H 0.1602 6.7869 2.2061
C 3.9693 -2.9518 3.0073
C 6.0444 -3.9547 2.1419
C -3.5710 0.9627 -7.2924
H -0.0673 0.8245 3.3001
C 0.2730 5.6224 2.0187
C -2.8267 -2.2577 1.1251
N -2.3906 -0.3721 3.4916
H -1.7400 -0.0455 6.1566
H -6.3534 2.9773 2.3178
H -0.5943 2.9713 2.0425
H 0.1615 0.1161 -0.8397
C 2.9823 -2.9015 -2.1500
H 1.8808 -0.5232 0.5438
N -1.6284 -1.8242 1.6838
O 5.5595 -3.3361 -4.5627
H 1.6660 -2.9018 -0.7842
H -2.0791 0.4708 4.0628
C 4.2371 -5.3667 3.2256
C -2.2579 0.8760 -5.2379
H 5.0129 -0.9982 2.1809
B -3.4642 1.4352 1.5726
H 0.4737 -0.7449 2.3969
O 3.7927 -6.6176 3.6128
C -0.5006 5.7360 -0.3680
C -5.6991 3.0131 1.3263
H -4.5656 -1.7064 -5.2501
H 5.5106 -1.4395 -5.6497
C 4.6463 -2.8144 -3.9317
C 3.4906 -4.2787 3.4246
C -4.0005 -0.8346 -5.5549
N -0.2969 0.8822 -0.2841
H 1.0376 5.1483 2.7798
O 5.7286 -1.6202 1.9253
H -4.6287 0.9713 -8.8670
C -1.7519 -0.3480 2.1043
C -3.0222 -0.3260 -4.8033
C -1.7962 0.7145 -0.1857
O 2.3568 -3.5298 -1.0888
H -0.7893 5.1523 2.2874
H -3.1171 -1.4172 6.3498
H -5.0740 1.4354 -0.1955
H -2.0198 2.3359 -6.8513
H 4.3453 -4.4758 -2.5386
H 7.0118 -3.9073 1.6586
H -0.0650 5.6486 -1.4688
C 2.4971 -1.5469 -2.5339
H 4.5110 -7.2386 3.3626
H -3.5457 2.3239 3.4503
H -0.7287 6.8843 -0.1886
H -2.0541 1.2641 -2.2606
C 3.9841 -3.4906 -2.8056
C 0.8111 3.7585 0.4056
C 5.2963 -2.8672 2.3378
C -0.2302 0.2136 2.2925
O -4.0899 -2.7635 1.0609
C 3.1757 -0.8611 -3.6447
H -4.9091 3.8797 1.3177
H -6.4704 3.2703 0.4522
H -5.7145 0.7127 1.5223
C 1.9535 0.6239 0.8644
H 2.8249 0.1302 -3.9018
C -2.5950 1.4736 -6.5394
O -3.1008 2.4660 2.5637
H -3.5241 0.6095 -1.4889
N -2.5142 0.8956 -1.3749
C -2.0491 -1.1571 5.9319
C 4.1798 -1.4490 -4.2980
O 3.3127 -1.9322 3.1899
O 1.4033 3.4195 -0.7733
H 2.4925 1.1703 -0.0197
C 0.3629 1.1046 1.0563
*
```

These are the Löwdin partial charges, in e, on atoms 1 to 6:
1 N -0.2017
2 O 0.1145
3 H 0.1605
4 H 0.1350
5 O 0.0977
6 H 0.1534

---

[3]
This record from the OMol25 dataset describes a structure of composition C32H40Cl2NOP3STi in a non-equilibrium geometry. The level of theory is wB97M-V/def2-TZVPD.

The largest force on an atom comes out at 0.1619 hartree/bohr. As for the gap between HOMO and LUMO: 4.23 eV. The value obtained for the energy is -124213.7414 eV. The HOMO energy is -11.988 eV.

Geometry as ORCA input:
```
! wB97M-V def2-TZVPD RIJCOSX def2/J DEFGRID3
* xyz 2 1
H -5.8252 0.9993 -2.9719
C -0.8413 1.4422 0.8458
H 0.0513 6.0448 0.6016
H -2.4282 -3.6192 -3.2561
C 2.9172 -0.7803 -3.1871
C 0.6949 0.1848 -2.8975
C -3.4239 0.4102 -5.3160
H 5.4302 0.2092 3.6527
C -2.3307 -4.1015 0.5915
C 1.2675 -0.2799 0.7376
H 3.0389 -2.9126 -2.8380
H 0.2534 5.4553 2.3119
C 4.4964 0.7018 3.3503
H 2.9679 -2.6962 2.1474
C -2.0113 -2.8225 0.0532
H -3.6808 -1.0515 5.6602
Cl -0.0800 3.3304 4.2548
H 0.6889 -3.1296 -2.1706
H -0.2421 -1.3309 2.6453
C -2.4001 -0.0148 -4.4774
H 2.4876 1.2929 -3.4431
O 1.0730 -1.6520 0.8419
C 2.0998 3.7439 0.6714
C -0.2292 5.2860 1.3437
C 2.0794 0.2319 1.9291
H 3.9590 -0.6924 -3.4945
C -3.8449 0.1739 -2.5236
C -2.6270 -5.1826 -0.2451
H 4.0817 -1.1209 -0.1059
H -3.9877 0.1833 -1.4357
C 0.1495 -1.1077 -2.6889
H 0.4374 3.0307 -1.6295
H -1.3132 5.2669 1.4968
P 3.7470 -0.4309 2.1943
H 2.4682 3.7537 1.7051
C 2.4105 -2.0215 -2.8186
N -1.4875 0.2294 3.4998
H -0.0334 4.7451 -1.3959
H -1.2351 3.4369 -1.1313
H 3.0502 -2.0371 3.8252
C -0.1779 3.7187 -1.0320
H 4.6545 0.5609 0.1945
C 1.5384 1.1629 2.7561
C -2.6633 -5.0296 -1.6316
C 2.0656 0.3239 -3.1755
H 0.6563 -2.1170 0.0894
H 2.3984 4.6602 0.1385
H -3.2415 0.4470 -6.3928
H -2.3492 -4.2618 1.6775
H 5.5905 -0.8307 0.8345
H 4.5798 -2.4568 2.9558
S -1.8297 -2.1619 4.3381
C 4.5827 -0.4543 0.6118
C -2.9157 -0.8987 4.9110
C -2.0331 -2.6747 -1.3670
H -5.4633 1.0505 -5.4186
C -4.6616 0.7408 -4.7550
H 0.0714 1.0862 -2.8686
C -2.6388 0.2883 4.2900
C 0.1392 0.5853 0.9412
H -1.8204 -2.0024 0.7652
H 4.7023 1.6624 2.8522
P 0.2911 3.6751 0.7188
H -2.8822 -5.8307 -2.3404
Ti -0.6128 1.8794 2.5970
C 1.0647 -2.1522 -2.4782
H 1.6987 -0.1009 -0.2411
C 3.5528 -2.0815 2.8483
H 3.8357 0.8546 4.2167
C -4.8530 0.6772 -3.3701
H -1.7518 1.1331 0.3253
H 2.4964 2.8558 0.1608
P -1.5709 -1.7312 -2.9487
C -2.6603 -0.3426 -3.1254
C -2.4100 -3.7676 -2.1479
H -3.2100 1.2169 4.3293
Cl -2.6900 3.0686 2.0908
H 1.9772 1.5701 3.6949
H -2.8418 -6.1664 0.1593
H -1.4245 -0.2867 -4.8904
C -1.0223 -1.0383 3.3528
*
```

These are the Löwdin partial charges, in e, on atoms 1 to 6:
1 H 0.1134
2 C -0.3591
3 H 0.0637
4 H 0.0707
5 C -0.0970
6 C -0.1006

---

[4]
This record from the OMol25 dataset describes a structure of composition C32H40ClEuN5OS6Sb in a non-equilibrium geometry. The level of theory is wB97M-V/def2-TZVPD.

The largest force on an atom comes out at 0.0687 hartree/bohr. As for the gap between HOMO and LUMO (alpha / beta): 3.34 / 5.40 eV. The value obtained for the energy is -146734.1777 eV. As for the energy above the lowest of the compared OMol25 structures with the same formula, charge and spin: 2.0091 eV. The HOMO energy (alpha / beta) is 0.707 / -2.254 eV. Its expectation value of S² is 12.08.

Geometry as ORCA input:
```
! wB97M-V def2-TZVPD RIJCOSX def2/J DEFGRID3
* xyz -2 7
S -5.2953 11.7778 -12.5137
H -6.3043 20.9542 -15.2196
Cl -10.4732 8.7640 -14.4274
C -4.9721 15.4987 -8.3408
C -8.4246 21.4027 -15.3887
C -8.2838 16.7012 -6.4240
C -5.8634 11.0700 -8.3977
Sb -5.6290 13.5253 -13.9947
H -8.3611 12.3980 -12.0878
H -8.2541 10.1881 -7.1359
H -7.3652 13.1612 -7.8805
S -5.9324 18.6960 -13.6704
H -5.4055 13.8293 -11.0384
C -9.3236 10.8430 -13.1321
C -8.2540 11.5006 -9.5904
H -7.2407 19.8264 -11.5388
C -8.8864 11.4968 -11.9890
C -7.1436 18.3901 -7.7068
O -5.0868 9.8629 -8.2373
C -5.2445 14.2593 -10.0384
H -7.3813 18.4621 -5.5548
H -8.6082 16.2552 -5.4893
C -9.0780 18.6654 -11.3368
H -8.8073 11.3871 -8.6618
H -9.7089 16.6540 -13.9442
H -6.7875 13.4093 -6.2311
H -9.4251 17.8563 -10.6855
C -8.9760 10.9015 -10.7351
C -5.2552 11.5287 -5.9662
Eu -6.5324 16.4367 -12.0462
N -5.0678 13.5108 -8.9641
C -6.4051 11.3701 -6.9845
C -9.6306 9.6552 -10.6183
H -10.9085 17.5734 -12.9801
C -7.3122 10.2163 -6.5227
C -9.6840 20.9883 -15.0062
H -9.8517 16.3794 -12.2682
C -9.9491 9.6357 -12.9728
H -5.1784 19.1681 -11.0581
S -7.7458 14.5386 -13.5052
H -3.8840 11.9755 -8.3425
H -9.8317 19.4301 -11.3825
H -9.1468 15.1136 -7.5849
H -8.1970 22.2118 -16.0978
C -7.3967 19.5985 -14.0725
C -8.5910 16.0490 -7.6083
C -5.5549 18.8782 -10.0783
H -8.0433 20.0901 -9.9745
C -10.1472 9.0451 -11.7581
H -10.5688 8.0271 -11.6796
H -4.8901 18.1643 -9.6307
C -7.3925 17.7319 -8.8685
C -7.2350 12.6935 -6.8980
H -5.7234 11.6345 -4.9933
H -8.1343 12.5536 -9.7565
H -4.5100 11.7890 -9.9035
C -4.8279 12.0809 -8.9068
H -4.9409 16.3570 -7.7134
S -4.2896 15.3077 -13.2006
H -8.2699 12.4929 -6.6193
H -9.1699 11.2293 -14.1002
C -8.1434 16.5277 -8.8321
N -8.8303 18.1196 -12.6717
H -9.6569 9.0793 -9.7247
S -5.6391 12.7026 -16.1628
C -9.8027 19.8767 -14.1592
H -4.4634 9.7199 -8.9530
C -8.6737 19.2193 -13.6603
N -6.9103 18.3059 -10.1633
S -8.4635 15.5164 -10.2552
H -7.6092 10.4565 -5.4791
C -6.9583 10.6857 -9.4211
C -7.3246 20.7073 -14.9065
H -6.4418 10.6854 -10.3807
H -6.5464 19.3108 -7.6168
H -5.4552 19.7769 -9.4847
C -7.5822 17.8838 -6.4844
N -5.2117 15.5341 -9.6912
H -4.6802 12.4471 -6.2317
C -9.8953 17.1697 -12.9915
H -6.8275 9.2495 -6.5507
H -7.1734 9.6427 -9.1304
N -4.8794 14.2648 -7.8823
H -10.7904 19.5990 -13.9202
H -4.5886 10.6048 -5.8860
H -10.5690 21.4872 -15.3999
C -7.8089 19.3204 -10.7555
*
```

These are the Löwdin partial charges, in e, on atoms 1 to 6:
1 S -0.1671
2 H 0.0873
3 Cl 0.5795
4 C -0.1809
5 C -0.1249
6 C -0.1129

---

[5]
This record from the OMol25 dataset describes a structure of composition C32H40F6GeNO6PdS2Sb in a non-equilibrium geometry. The level of theory is wB97M-V/def2-TZVPD.

The largest force on an atom comes out at 0.0584 hartree/bohr. As for the gap between HOMO and LUMO (alpha / beta): 5.58 / 4.87 eV. The value obtained for the energy is -152094.7139 eV. As for the energy above the lowest of the compared OMol25 structures with the same formula, charge and spin: 0.0000 eV. The HOMO energy (alpha / beta) is -11.438 / -13.789 eV. Its expectation value of S² is 6.03.

Geometry as ORCA input:
```
! wB97M-V def2-TZVPD RIJCOSX def2/J DEFGRID3
* xyz 2 5
H -3.5723 -2.9550 -1.7282
H 0.8492 2.2027 5.8232
C -1.8188 -4.5401 0.6926
H 3.1159 2.8885 -0.0458
C 2.8965 3.6178 0.6944
S 2.0334 -0.5474 1.9162
H -1.2791 3.4170 3.7722
H 1.5615 -5.1648 -7.0741
H 3.8674 4.3821 2.5551
C -1.6158 3.0774 2.8008
H 2.7950 2.1758 3.4657
H 0.3307 1.2187 4.4904
H -0.4649 5.4015 3.1693
C -0.5365 -4.5413 0.1465
H 4.6256 2.9187 1.9211
C -2.6870 -3.3086 -1.2348
H 1.4043 -1.3822 -4.9969
C -0.4267 -4.1359 -4.5444
H -5.9099 -0.4780 -2.9820
Ge -0.9935 -1.6990 -3.1671
O -0.7843 0.2191 0.9067
C -0.0820 -0.1647 -2.2631
H -3.8814 -3.9856 0.4315
H 1.3893 4.9401 -0.2394
H 4.8273 4.4728 1.1023
H -0.2182 -5.9887 -5.6283
H -1.0512 3.6793 0.6985
C -1.1806 0.5790 -1.4249
H 0.5729 -0.5137 -1.4768
O 1.6854 -1.2611 0.7080
O 2.4308 0.8753 1.6248
C -5.2437 -0.4216 -5.0141
C -4.1491 -0.6296 -5.8527
H 2.5015 5.7443 0.8226
H 1.6657 4.0770 5.5827
C -2.8931 -3.9251 0.0357
C -1.3686 -3.0561 -1.6839
F -0.4294 -3.2726 5.3861
C 0.2152 -5.0045 -5.4620
C -2.9268 -0.9787 -5.3141
C -0.3342 -3.7615 -1.0148
C 3.6970 -1.2458 2.4377
H -1.9755 -5.0938 1.5895
C -0.7042 5.2825 2.1075
H -3.7319 -0.9638 -2.0733
C 4.0799 3.8145 1.6192
C 1.0879 -2.3905 -5.1705
H -1.4422 1.4289 -2.0705
H 3.2995 4.1395 4.7178
F 3.5838 -2.5478 2.4699
H 1.8380 0.8793 5.3505
H 0.0108 5.8103 1.5276
H 0.5011 0.4438 -2.9856
H 1.8103 4.6728 3.8604
H -2.1356 -1.1513 -6.0441
C -3.8252 -0.9013 -3.1340
C -0.5144 0.9445 -0.1155
H -6.2449 -0.1437 -5.3989
H 3.0369 5.1458 -0.7678
O -1.0622 -1.8017 2.6379
F 4.5579 -0.7894 1.5791
H -1.6622 5.8261 1.9436
F 4.1231 -0.8601 3.6558
H -4.2807 -0.5344 -6.9148
O 1.0667 -3.0280 2.9961
H 0.6594 -3.6837 -1.4059
S 0.2663 -1.9243 3.2908
F -0.8348 -1.1299 5.5547
F 1.2432 -1.8206 5.6518
C 2.0364 2.5834 4.1308
C -0.8733 3.8538 1.7757
C 0.0482 -2.0244 5.1410
H 2.4291 -2.7902 -6.7306
C -5.0835 -0.5942 -3.6740
H -1.2931 -4.4722 -3.9600
Sb 1.1598 2.6882 1.5848
H 0.2344 -5.1134 0.6186
C 2.1879 3.9851 4.6212
Pd -1.1464 -2.1318 0.4172
C 0.0220 -2.8508 -4.4110
C 1.2005 1.6746 4.9187
C 1.2378 -4.5203 -6.2547
N 1.1000 -0.5683 3.1517
C -2.7417 -1.1677 -3.9143
C 1.6837 -3.2028 -6.0915
H -2.1267 0.0331 -1.2995
C 2.4325 4.9373 0.0944
H -1.5422 2.0031 2.7522
H -2.7153 3.2465 2.7393
O 0.3809 1.8819 -0.1179
*
```

These are the Löwdin partial charges, in e, on atoms 1 to 6:
1 H 0.1026
2 H 0.0932
3 C -0.0552
4 H 0.0794
5 C -0.4939
6 S 0.6728